The following is a DFT calculation (the ωB97M-V functional and the def2-TZVPD basis) of 11 unconnected molecules or ions with the total composition C44H55F33O22 in a non-equilibrium geometry.

Positions of all 154 atoms, in Å:
F -31.64 -5.35 8.63
F -19.44 -6.11 4.43
F -30.81 -8.11 2.51
F -25.26 -13.63 13.05
F -31.76 -3.22 8.16
F -19.51 -2.05 1.07
F -22.76 -6.52 9.64
F -20.59 -8.36 3.01
F -20.47 -10.21 12.30
F -27.07 -6.91 1.90
F -32.19 -3.95 10.15
F -18.61 -10.80 11.31
F -25.66 -8.36 1.15
F -20.43 -11.88 10.89
F -25.74 -4.52 3.21
F -24.68 -6.25 2.44
F -23.54 -12.48 13.75
F -22.52 -8.42 4.09
F -24.08 0.54 -0.38
F -20.85 -9.74 4.60
F -29.78 -6.67 1.29
F -20.89 -1.79 -0.58
F -22.09 -6.63 11.71
F -18.75 -2.05 -0.96
F -20.88 -4.50 4.30
F -27.66 -8.25 0.28
F -19.68 -4.70 6.06
F -23.50 -1.13 -1.66
F -23.68 -4.93 3.82
F -25.47 -0.33 -1.81
F -23.19 -4.95 11.02
F -25.43 -11.48 13.56
F -31.74 -6.21 1.99
O -21.10 -10.86 2.08
O -29.45 -2.80 9.55
O -26.23 -1.95 0.02
O -26.49 -6.73 4.69
O -29.86 -5.00 3.73
O -20.37 -4.39 -1.38
O -17.53 -4.45 3.78
O -19.35 -9.75 9.02
O -24.32 -1.73 1.15
O -25.38 -11.38 10.93
O -25.36 -6.69 10.60
O -21.24 -9.04 10.08
O -29.87 -7.05 4.62
O -26.82 -5.53 -0.46
O -24.47 -6.52 5.61
O -24.32 -7.71 12.33
O -24.97 -6.78 -0.69
O -29.32 -5.03 9.64
O -23.26 -10.43 2.54
O -18.78 -2.65 4.16
O -19.98 -4.57 0.81
O -23.33 -12.31 11.04
C -27.91 -5.04 9.74
C -20.25 -5.98 0.84
C -29.62 -6.49 5.89
C -26.28 -9.95 9.22
C -21.74 -6.18 0.73
C -18.54 -9.12 6.89
C -25.01 -1.52 0.19
C -24.85 -5.45 3.48
C -24.48 -0.59 -0.94
C -26.66 -7.55 0.80
C -17.70 -1.74 3.86
C -21.97 -10.22 2.60
C -23.80 -11.49 1.74
C -24.40 -6.92 11.29
C -26.28 -7.19 13.61
C -18.55 -3.96 4.14
C -20.03 -3.91 -0.34
C -24.64 -12.45 13.00
C -28.51 -2.30 0.75
C -24.87 -7.31 6.75
C -25.02 -10.57 9.81
C -19.72 -8.99 7.85
C -24.31 -5.94 -1.67
C -25.47 -8.30 12.98
C -21.53 -9.15 3.59
C -31.40 -4.12 9.07
C -27.04 -2.41 1.10
C -30.60 -6.82 2.32
C -19.95 -10.66 11.18
C -26.18 -6.51 -0.21
C -23.08 -6.28 10.90
C -24.30 -4.46 -1.33
C -23.96 -10.94 0.33
C -20.27 -9.73 9.99
C -30.08 -6.16 3.62
C -19.78 -2.41 -0.18
C -23.73 -8.24 7.09
C -18.31 -0.47 3.33
C -29.94 -3.88 9.43
C -25.35 -6.34 4.65
C -27.18 -4.72 8.41
C -29.26 -7.58 6.86
C -19.66 -4.84 4.73
C -24.39 -12.04 11.54
H -22.80 -7.68 6.95
H -28.91 -7.19 7.82
H -24.61 -11.42 -0.39
H -30.13 -8.23 6.99
H -22.96 -11.06 -0.10
H -25.02 -9.01 13.66
H -23.28 -6.28 -1.67
H -18.78 -8.60 5.97
H -26.07 -9.38 8.32
H -23.91 -8.58 8.11
H -22.20 -5.62 1.55
H -30.53 -6.01 6.27
H -23.11 -12.33 1.74
H -19.56 -6.43 0.13
H -17.73 -8.56 7.36
H -27.56 -6.01 10.07
H -19.88 -6.37 1.79
H -26.06 -8.90 12.29
H -18.19 -10.12 6.64
H -27.60 -4.35 10.53
H -23.89 -3.84 -2.13
H -24.30 -9.80 10.09
H -24.51 -11.21 9.09
H -22.09 -5.71 -0.19
H -17.59 0.35 3.25
H -24.75 -6.02 -2.66
H -16.97 -2.16 3.17
H -26.68 -9.24 9.95
H -26.75 -3.43 1.37
H -27.38 -5.43 7.62
H -19.09 -0.08 3.99
H -25.78 -7.89 6.60
H -28.38 -8.21 6.70
H -28.91 -5.66 5.96
H -25.32 -4.09 -1.26
H -26.42 -6.25 13.08
H -23.72 -4.19 -0.44
H -26.13 -4.63 8.67
H -17.31 -1.52 4.85
H -25.00 -6.65 7.61
H -22.17 -7.18 0.71
H -29.04 -2.82 1.54
H -20.60 -9.42 7.35
H -24.24 -9.89 0.34
H -28.69 -2.83 -0.19
H -26.81 -1.88 2.03
H -23.50 -9.04 6.38
H -27.09 -10.68 9.19
H -19.91 -7.94 8.06
H -24.70 -11.80 2.26
H -27.58 -3.76 8.08
H -25.83 -6.96 14.58
H -28.83 -1.28 0.53
H -18.82 -0.60 2.38
H -27.27 -7.64 13.75

As for the HOMO-LUMO gap: 11.31 eV. The HOMO energy is -11.051 eV. As for the SMILES: CCOC(=O)C(F)(F)F.CCOC(=O)C(F)(F)F.CCOC(=O)C(F)(F)F.CCOC(=O)C(F)(F)F.CCOC(=O)C(F)(F)F.CCOC(=O)C(F)(F)F.CCOC(=O)C(F)(F)F.CCOC(=O)C(F)(F)F.CCOC(=O)C(F)(F)F.CCOC(=O)C(F)(F)F.CCOC(=O)C(F)(F)F. Its multiplicity is 1. Its charge is 0. The total energy is -6660.606078 a.u. The value obtained for the energy above the lowest of the compared OMol25 structures with the same formula, charge and spin is 230.0 kJ/mol.

---

The following is a DFT calculation (the ωB97M-V functional and the def2-TZVPD basis) of a single C20H19N3O4S molecule in a non-equilibrium geometry.

Positions of all 47 atoms, in Å:
S -1.62 -1.58 -0.48
O 1.40 -3.68 -0.27
O -7.76 0.47 0.11
O 6.58 2.10 -0.14
O 7.02 -0.13 -0.51
N 1.49 -1.49 0.31
N -0.10 0.67 -0.40
N -2.26 1.07 -0.19
C -5.87 1.59 -0.66
C 2.59 -1.59 1.24
C -6.41 0.55 0.09
C -1.61 2.29 -0.17
C 4.86 -0.98 0.35
C -0.28 2.01 -0.29
C -8.37 -0.57 0.84
C -0.11 -2.16 -1.33
C 7.54 1.18 -0.62
C 5.51 1.35 0.26
C -1.29 0.13 -0.34
C -4.51 1.76 -0.76
C 5.77 0.00 0.03
C -3.65 0.89 -0.10
C 3.39 0.77 1.13
C -5.55 -0.33 0.74
C 3.65 -0.57 0.91
C 4.32 1.76 0.81
C 1.01 -2.54 -0.37
C -4.18 -0.15 0.65
H 0.20 -1.36 -2.01
H -5.92 -1.14 1.34
H 1.11 -0.56 0.11
H 8.46 1.26 -0.03
H 7.76 1.40 -1.68
H -6.55 2.26 -1.17
H -4.11 2.57 -1.36
H 2.45 1.06 1.56
H -2.14 3.21 -0.03
H 5.07 -2.02 0.16
H -8.08 -1.55 0.46
H 4.12 2.81 0.98
H -9.44 -0.44 0.71
H -8.13 -0.51 1.91
H 2.98 -2.61 1.18
H 0.55 2.68 -0.31
H -0.42 -3.04 -1.89
H 2.22 -1.42 2.26
H -3.52 -0.82 1.18

As for the HOMO-LUMO gap: 8.59 eV. The HOMO energy is -7.998 eV. As for the SMILES: COc1ccc(-n2ccnc2SCC(=O)NCc2ccc3c(c2)OCO3)cc1. Its multiplicity is 1. Its charge is 0. The total energy is -1636.947004 a.u. The value obtained for the energy above the lowest of the compared OMol25 structures with the same formula, charge and spin is 61.9 kJ/mol.